No. 1
C25H50BrN5O6P | ωB97M-V/def2-TZVPD

E_LUMO: 2.0 eV
M: 627.58 g/mol
HOMO: -4.67 eV
Total charge: -1
Frontier orbital gap: 6.640 eV
DFT total energy: -4623.1432 Ha

Cartesian coordinates (Å):
Br 5.775 1.002 -1.933
P 2.012 -0.205 -0.037
O -4.868 -1.000 -0.153
O 3.587 -1.969 -1.623
O 4.253 2.650 -0.331
O -4.102 7.446 5.507
O -5.656 -2.174 -1.831
O -2.503 6.513 4.333
N -0.487 -0.980 -2.883
N 1.207 3.502 2.994
N -0.950 -2.125 -0.861
N 1.224 -1.268 1.221
N -2.078 -0.156 -1.301
C 1.365 2.610 0.752
C -0.744 -0.815 -1.433
C -6.807 -1.653 -3.921
C 4.093 1.719 -1.011
C 5.308 -3.383 0.496
C 4.009 -3.052 1.229
C -4.202 5.079 5.405
C -3.596 6.432 5.103
C 4.009 -1.620 1.766
C 2.869 0.993 -1.381
C 1.513 2.274 3.424
C 1.756 1.197 2.577
C 0.245 0.195 -0.803
C -2.382 4.711 2.676
C -5.777 -1.192 -0.905
C -1.767 5.355 3.899
C 2.228 -1.615 -1.326
C -6.716 -2.553 -2.705
C -7.018 -0.325 -0.893
C 1.703 1.323 1.181
C 1.136 3.632 1.668
C 3.296 -3.468 -3.526
C 4.003 -4.650 -2.859
C 3.851 -2.153 -2.986
C 3.741 -0.485 0.771
H 5.048 -1.469 2.091
H -7.027 -0.622 -3.645
H -1.373 -1.167 -3.331
H 1.258 2.836 -0.297
H 5.520 -2.674 -0.295
H 1.163 -2.240 0.959
H 2.195 1.776 -1.721
H -7.255 -0.094 0.142
H -6.791 0.605 -1.414
H 3.977 -3.717 2.097
H -1.768 3.872 2.348
H -6.468 -3.566 -3.016
H 1.991 0.244 3.027
H 1.691 -2.536 -1.080
H 2.223 -3.533 -3.361
H 3.118 0.438 -2.278
H 0.319 0.962 -1.576
H -3.512 4.245 5.314
H 5.079 -4.514 -2.941
H 1.576 2.137 4.495
H 5.278 -4.397 0.100
H 3.518 -1.300 -3.587
H -7.661 -2.612 -2.162
H -7.590 -2.002 -4.595
H -5.039 4.918 4.727
H 6.114 -3.377 1.229
H -4.578 5.098 6.426
H 3.137 -3.294 0.627
H 3.706 -5.601 -3.290
H -7.895 -0.779 -1.348
H 3.532 -3.501 -4.591
H -2.125 0.621 -1.951
H 0.308 -0.942 1.497
H 0.132 -1.760 -3.067
H -0.773 5.722 3.655
H -0.318 0.682 -0.014
H 4.004 0.429 1.307
H -2.447 5.437 1.864
H -5.858 -1.653 -4.457
H -1.643 4.650 4.721
H 4.532 -0.571 0.029
H 3.772 -4.637 -1.796
H -0.432 -2.879 -1.267
H -2.782 -0.846 -1.531
H 3.441 -1.530 2.686
H 4.938 -2.194 -3.077
H -3.392 4.347 2.870
H 0.884 4.618 1.293
H -1.050 -2.170 0.137
H 1.791 -1.249 -2.257

No. 2
C18H42ClN6O10 | ωB97M-V/def2-TZVPD

E_LUMO: 2.5 eV
Energy relative to the best compared isomer or geometry (same formula, charge and spin): 7.232 eV
M: 538.02 g/mol
HOMO: -6.20 eV
Total charge: -1
Frontier orbital gap: 8.677 eV
DFT total energy: -2251.8796 Ha

Cartesian coordinates (Å):
Cl -1.302 -0.258 0.892
O 3.549 -2.017 -0.813
O 4.135 1.665 1.543
O 0.461 -3.827 -3.938
O -1.741 -2.050 5.580
O -0.966 -0.487 -0.492
O -0.875 -1.457 1.537
O -2.749 -0.093 0.898
O -1.893 2.016 -3.254
O -0.687 0.918 1.522
O 1.967 2.078 0.052
N -1.573 -4.075 4.527
N -1.005 -2.023 -4.416
N 1.498 3.959 -1.079
N 2.102 -3.890 -0.809
N 3.221 2.635 3.406
N -3.418 3.293 -2.122
C -0.171 -2.779 -3.672
C -1.860 -4.815 3.326
C 0.559 5.043 -1.401
C 1.923 -5.314 -1.348
C -0.826 -4.790 5.551
C 3.162 -3.168 -1.184
C 1.232 -3.392 0.370
C -1.091 -2.458 -5.802
C 2.922 4.344 -1.247
C -3.859 3.704 -0.774
C -2.470 2.253 -2.197
C -4.153 3.912 -3.267
C 1.801 2.170 3.353
C 3.557 3.457 4.596
C 4.198 2.421 2.480
C -1.819 -0.835 -4.082
C 1.165 2.872 -0.436
C -1.952 -2.774 4.610
H 4.636 3.602 4.635
H 1.893 -6.039 -0.534
H 0.078 -5.341 5.294
H 3.441 2.869 5.507
H 1.739 -3.543 1.323
H 0.062 -2.179 -2.779
H -2.400 -2.331 3.708
H -2.247 -5.770 3.680
H -4.097 4.995 -3.153
H 0.671 5.920 -0.764
H -4.873 3.438 -0.474
H -1.616 -5.362 6.037
H 3.387 4.167 -2.217
H -0.955 -5.266 2.922
H 0.314 -3.965 0.499
H 3.513 3.748 -0.552
H -2.825 -1.051 -4.440
H 3.008 4.399 4.613
H 5.134 2.993 2.573
H -2.018 -2.101 -6.251
H -2.019 -0.685 -3.021
H -0.511 -4.130 6.358
H 3.060 5.389 -0.968
H -5.199 3.631 -3.385
H -3.629 3.590 -4.167
H -1.010 -3.512 -6.067
H -1.537 0.120 -4.526
H 0.654 5.440 -2.412
H 1.820 1.275 2.731
H -3.698 4.781 -0.726
H -0.502 4.822 -1.514
H 1.033 -2.341 0.160
H -3.210 3.330 0.017
H 1.019 -5.392 -1.953
H 0.068 2.823 -0.358
H -2.601 -4.300 2.713
H 1.108 2.837 2.840
H -2.100 1.968 -1.200
H 3.730 -3.729 -1.942
H 1.348 1.893 4.305
H -0.320 -1.819 -6.233
H 2.607 -5.413 -2.190